# C58H39BrF15GeNO3SSb2Ti

A structure of composition C58H39BrF15GeNO3SSb2Ti at a distorted geometry (the ωB97M-V functional and the def2-TZVPD basis, the Open Molecules 2025 dataset).

- HOMO (spin up / spin down): -5.85 / -7.89 eV
- E: -10391.036011 Eh
- E_LUMO (spin up / spin down): -0.63 / -0.60 eV
- Orbital gap (spin up / spin down): 5.2 / 7.3 eV
- Relative energy (zero: lowest compared OMol25 entry of this formula, charge and spin): 0.0 kcal per mole
- 2S+1: 3

Structure (XYZ):
```
122
Properties=species:S:1:pos:R:3:forces:R:3
Ti 0.254 0.960 -0.147 0.2 -1.1 1.4
C 1.474 -3.184 -0.969 -1.1 0.4 -0.7
C 1.435 -1.871 -0.207 -1.2 1.7 -0.3
O 0.617 -0.940 -0.591 2.0 -2.9 0.4
C 2.317 -1.664 0.926 0.0 -0.3 0.0
C 3.262 -2.646 1.288 0.2 0.1 0.5
C 4.136 -2.469 2.366 -0.5 -0.9 -1.3
C 4.101 -1.299 3.111 -1.2 0.6 -1.1
C 3.175 -0.303 2.742 1.0 -0.9 1.0
C 2.269 -0.477 1.693 -1.3 1.6 -0.6
O 1.380 0.501 1.406 1.2 -0.9 1.1
H 0.759 -3.085 -1.817 0.5 -0.1 0.6
H 1.154 -4.044 -0.350 0.3 0.4 -0.2
H 2.460 -3.369 -1.402 0.0 0.0 0.2
H 3.280 -3.566 0.706 0.2 0.2 0.2
H 4.839 -3.273 2.544 0.1 0.1 0.3
H 4.786 -1.183 3.928 0.1 0.3 0.3
H 3.168 0.598 3.329 -0.3 0.4 0.0
C -2.690 0.569 2.366 0.9 -0.4 -0.4
C -4.087 0.127 1.905 -0.2 -0.3 1.1
C -4.344 -0.392 0.501 0.5 0.1 -1.0
Sb -2.719 -1.563 -0.442 -0.1 0.4 -0.5
C -3.178 -3.527 0.267 -0.3 0.5 -0.5
C -4.489 -3.984 0.172 0.1 -0.8 0.7
C -4.802 -5.245 0.696 -0.4 0.2 -0.1
C -3.807 -6.048 1.259 -0.1 0.3 -0.4
C -2.486 -5.609 1.239 0.1 -0.3 0.1
C -2.165 -4.349 0.739 -0.3 -0.2 0.2
C -3.745 -1.885 -2.350 0.7 0.3 1.0
C -4.511 -0.891 -2.920 -0.8 0.2 -0.3
C -5.236 -1.127 -4.082 -0.2 0.7 -0.1
C -5.109 -2.348 -4.717 -0.6 0.0 -0.5
C -4.283 -3.319 -4.202 0.8 -0.6 0.3
C -3.582 -3.082 -3.019 -0.4 -0.3 -0.5
Sb -1.236 -1.041 2.866 0.0 0.6 0.9
C -0.053 0.039 4.377 -0.6 0.1 -0.9
C 0.450 -0.719 5.409 0.2 -0.3 0.5
C 1.306 -0.172 6.364 -0.1 -0.1 -0.3
C 1.585 1.189 6.328 -0.6 0.3 -0.3
C 0.928 2.009 5.390 0.4 -1.1 0.3
C 0.176 1.406 4.389 0.0 0.7 -0.3
C -2.519 -1.681 4.478 0.1 -0.3 -1.0
C -3.001 -0.807 5.430 -0.1 0.2 0.7
C -4.052 -1.184 6.265 0.4 0.2 -0.7
C -4.571 -2.467 6.144 -0.4 0.1 0.9
C -4.027 -3.386 5.272 0.1 0.4 0.0
C -3.044 -2.963 4.395 0.1 0.0 0.2
H -2.721 1.152 3.287 -0.2 0.1 0.0
H -2.150 1.132 1.599 -0.2 -0.1 0.4
H -4.735 1.003 2.039 -0.1 -0.2 0.2
H -4.420 -0.649 2.622 0.0 0.4 -0.2
H -4.504 0.488 -0.166 0.1 -0.8 0.1
H -5.235 -1.030 0.460 0.1 0.3 0.1
H -5.255 -3.372 -0.294 0.0 -0.1 0.1
H -5.841 -5.598 0.667 0.5 0.1 0.0
H -4.074 -7.030 1.640 0.1 0.2 0.0
H -1.706 -6.268 1.608 0.0 0.1 0.0
H -1.140 -4.002 0.713 0.1 0.0 0.2
H -4.637 0.072 -2.457 0.1 0.2 0.3
H -5.905 -0.329 -4.459 0.5 -0.7 0.1
H -5.683 -2.578 -5.605 0.0 0.1 -0.1
H -4.139 -4.270 -4.725 -0.2 0.3 0.2
H -2.950 -3.858 -2.618 0.1 -0.2 0.1
H 0.148 -1.754 5.513 0.2 -0.1 -0.1
H 1.721 -0.851 7.105 0.1 0.3 0.0
H 2.265 1.631 7.030 0.1 0.1 0.3
H 0.999 3.082 5.429 0.3 0.2 0.0
H -0.201 2.064 3.603 -0.1 -0.3 0.1
H -2.514 0.154 5.577 -0.2 0.1 -0.1
H -4.441 -0.429 6.934 -0.2 -0.3 0.3
H -5.379 -2.794 6.791 0.0 0.1 0.0
H -4.375 -4.398 5.301 -0.2 -0.4 -0.2
H -2.646 -3.638 3.665 0.1 -0.4 -0.4
O -1.777 1.716 -0.380 -1.6 0.4 0.6
H -2.327 2.242 0.262 0.7 -0.8 -1.3
H -1.924 2.050 -1.265 -0.1 0.3 -0.5
F 5.437 1.906 -4.476 0.4 0.0 0.6
C 5.454 1.611 -3.156 -0.3 -0.3 0.1
C 4.202 1.528 -2.516 0.6 -0.3 0.5
C 4.250 1.195 -1.169 -0.7 0.2 0.2
F 3.070 1.131 -0.476 1.2 0.0 -0.5
C 5.423 0.987 -0.460 0.0 0.0 1.6
F 5.419 0.811 0.904 -0.1 0.0 -1.8
C 6.627 1.055 -1.131 1.7 -0.4 0.3
F 7.820 0.812 -0.489 -1.7 0.4 -0.6
C 6.677 1.355 -2.487 -0.5 0.6 -0.8
F 7.883 1.471 -3.098 -1.2 -0.2 0.4
Ge 2.394 1.808 -3.360 -1.2 -0.2 0.1
S 0.373 1.501 -2.394 1.2 0.7 -1.8
C 2.185 3.759 -3.834 0.8 0.1 0.0
C 1.064 4.199 -4.551 0.3 -0.1 0.5
F 0.140 3.300 -4.936 0.5 0.6 -0.1
C 0.860 5.549 -4.828 -0.1 0.6 -0.6
F -0.190 5.925 -5.619 1.0 -0.2 1.0
C 1.801 6.509 -4.389 -0.4 0.2 -0.8
F 1.655 7.836 -4.707 0.1 -1.8 0.4
C 2.937 6.078 -3.707 0.5 1.2 0.3
F 3.868 7.016 -3.333 -1.0 -1.1 -0.3
C 3.106 4.735 -3.399 -0.8 -0.5 -0.3
F 4.156 4.394 -2.621 -0.3 0.1 -0.4
C 2.421 0.459 -4.851 0.6 -0.4 -0.5
C 2.651 -0.906 -4.618 -0.5 0.8 0.8
F 2.800 -1.296 -3.318 0.0 -0.1 -0.9
C 2.688 -1.855 -5.634 0.4 -0.5 0.0
F 2.938 -3.156 -5.355 -0.2 0.8 -0.2
C 2.554 -1.444 -6.959 0.3 0.5 -0.5
F 2.737 -2.310 -7.987 -0.4 0.7 1.0
C 2.348 -0.078 -7.233 -0.3 -0.4 -1.0
F 2.173 0.334 -8.521 0.3 -0.4 1.2
C 2.309 0.827 -6.188 0.1 0.7 0.7
F 2.223 2.162 -6.431 -0.1 -0.8 -0.4
Br 0.856 7.484 2.180 0.2 -0.2 0.0
C 0.680 5.687 1.681 -0.4 -1.9 -0.5
C -0.525 4.999 1.937 0.7 -0.2 -0.5
C -0.702 3.713 1.415 0.7 -0.7 -0.4
N 0.215 3.018 0.674 1.4 2.9 1.4
C 1.427 3.673 0.520 -1.6 -0.5 0.6
C 1.684 4.949 1.008 -0.7 0.6 0.0
H -1.325 5.423 2.524 0.0 0.2 0.0
H -1.636 3.170 1.649 0.6 0.5 0.0
H 2.205 3.110 0.011 -0.3 0.2 0.0
H 2.639 5.391 0.776 0.1 0.1 0.1
```
Positions in Å, forces in eV/Å.


# C3H10BNO2

A cluster of 2 separate species, C3H10BNO2 in total at a distorted geometry (the ωB97M-V functional and the def2-TZVPD basis, the Open Molecules 2025 dataset).

- HOMO (spin up / spin down): -7.19 / -7.19 eV
- E: -350.270982 Eh
- E_LUMO (spin up / spin down): -0.16 / -0.15 eV
- Orbital gap (spin up / spin down): 7.0 / 7.0 eV
- Relative energy (zero: lowest compared OMol25 entry of this formula, charge and spin): 123.5 kcal per mole

Structure (XYZ):
```
17
Properties=species:S:1:pos:R:3:forces:R:3
B -1.165 0.785 -0.049 2.4 1.4 1.7
C 0.814 2.235 0.224 1.1 -2.7 -0.3
C -2.305 -1.374 0.146 -1.9 -3.4 -2.2
C 1.356 -1.377 -0.146 0.1 -3.3 1.5
N -0.589 2.075 0.016 -3.0 1.7 -0.9
O -2.149 -0.007 -0.085 0.0 0.6 -0.6
O 0.505 -1.139 0.908 -1.6 2.2 -0.5
H 1.139 1.232 0.525 0.4 0.2 -0.2
H 1.380 2.563 -0.596 0.3 -0.1 -2.2
H 1.274 2.877 0.891 -0.7 1.7 2.6
H -3.188 -1.445 0.801 0.6 -0.3 -0.1
H -1.426 -1.971 0.422 0.2 1.3 0.8
H -2.577 -1.912 -0.871 0.1 1.4 1.7
H 1.368 -2.573 -0.263 0.5 2.0 -0.2
H 2.383 -1.061 0.133 -0.1 0.0 -0.8
H 0.984 -1.041 -1.094 0.3 0.6 -1.0
H -1.141 3.015 -0.231 1.3 -3.2 0.7
```
Positions in Å, forces in eV/Å.


# C4H8NO3

A cluster of 2 separate species, C4H8NO3 in total at a distorted geometry (the ωB97M-V functional and the def2-TZVPD basis, the Open Molecules 2025 dataset).

- HOMO: -4.60 eV
- E: -437.791755 Eh
- E_LUMO: 3.82 eV
- Orbital gap: 8.4 eV
- Net charge: -1
- Relative energy (zero: lowest compared OMol25 entry of this formula, charge and spin): 8.6 kcal per mole

Structure (XYZ):
```
16
Properties=species:S:1:pos:R:3:forces:R:3
C -0.370 -1.460 3.006 -0.2 0.0 -0.4
C -0.429 -1.544 1.445 0.4 -0.7 0.9
O 0.254 -2.483 0.984 0.0 0.2 -0.6
O -1.120 -0.699 0.832 -0.4 0.1 0.2
H 0.180 -2.326 3.386 -0.2 0.2 0.0
H -1.375 -1.398 3.431 0.0 -0.1 0.0
H 0.143 -0.552 3.305 0.2 0.3 0.0
C -0.134 2.045 -2.306 -1.4 0.9 0.5
C 0.855 0.997 -1.928 1.7 0.2 0.0
O 2.024 1.213 -2.293 -0.3 -0.6 0.2
N 0.496 -0.041 -1.159 -0.9 0.8 -0.9
H 1.206 -0.659 -0.820 0.2 -0.3 0.1
H -0.459 -0.190 -0.791 0.8 0.0 0.3
H 0.333 2.903 -2.787 0.3 -0.5 -0.3
H -0.611 2.489 -1.431 0.1 -0.2 0.4
H -0.993 1.706 -2.874 0.0 -0.3 -0.4
```
Positions in Å, forces in eV/Å.


# C19H19N4O4Sn

A structure of composition C19H19N4O4Sn (the ωB97M-V functional and the def2-TZVPD basis, the Open Molecules 2025 dataset).

- HOMO: -17.40 eV
- E: -1468.661246 Eh
- E_LUMO: -11.38 eV
- Orbital gap: 6.0 eV
- Net charge: +3
- Relative energy (zero: lowest compared OMol25 entry of this formula, charge and spin): 12.8 kcal per mole

Structure (XYZ):
```
47
Properties=species:S:1:pos:R:3:forces:R:3
Sn -2.153 -1.334 0.554 0.0 0.0 0.0
C -1.215 -2.705 3.381 0.0 0.0 0.1
O -0.609 -1.887 2.331 0.1 0.0 0.0
C 0.758 -1.918 2.224 -0.1 0.0 0.1
C 1.556 -2.655 3.070 0.0 0.0 0.0
C 2.933 -2.678 2.855 0.0 0.0 0.0
C 3.538 -1.990 1.796 0.0 0.0 -0.1
C 2.757 -1.246 0.958 0.1 0.0 0.0
C 1.354 -1.183 1.158 0.0 0.2 0.0
N 0.535 -0.410 0.407 0.0 -0.3 0.0
N 1.005 0.236 -0.561 0.0 0.2 -0.1
C 0.798 0.195 -1.819 -0.1 -0.1 0.1
C -0.071 -1.009 -2.253 0.2 0.3 0.2
O -0.537 -1.674 -1.318 -0.3 -0.2 -0.2
C -0.282 -1.198 -3.638 0.0 0.0 0.0
C 0.236 -0.295 -4.512 0.0 -0.1 -0.1
C 0.978 0.888 -4.141 0.1 0.1 0.0
C 1.413 1.774 -5.117 0.0 0.0 0.0
C 2.128 2.915 -4.754 0.0 0.0 0.0
C 2.416 3.170 -3.423 0.0 0.0 0.0
C 1.989 2.291 -2.432 0.0 0.0 0.0
C 1.266 1.159 -2.786 0.0 0.0 0.0
H -0.907 -3.742 3.270 0.0 0.0 0.0
H -0.947 -2.302 4.355 0.0 0.0 0.0
H -2.291 -2.628 3.238 0.0 0.0 0.0
H 1.153 -3.219 3.896 0.0 0.0 0.0
H 3.551 -3.243 3.541 0.0 0.0 0.0
H 4.610 -2.027 1.666 0.0 0.0 0.0
H 3.198 -0.651 0.169 0.0 0.0 0.0
H -0.847 -2.060 -3.964 0.0 0.0 0.0
H 0.082 -0.455 -5.574 0.0 0.0 0.0
H 1.200 1.579 -6.160 0.0 0.0 0.0
H 2.462 3.601 -5.520 0.0 0.0 0.0
H 2.979 4.052 -3.151 0.0 0.0 0.0
H 2.227 2.489 -1.395 0.0 0.0 0.0
C -1.719 3.330 1.781 -0.1 0.0 0.0
O -2.893 2.569 2.207 -0.1 0.1 0.0
C -3.008 1.331 1.896 0.0 -0.3 -0.1
O -2.129 0.686 1.245 0.1 0.2 -0.1
N -4.135 0.750 2.323 0.0 0.1 0.0
N -4.372 -0.593 2.011 0.0 0.0 0.0
H -1.905 4.330 2.153 0.0 0.0 0.0
H -1.665 3.319 0.697 0.0 0.0 0.0
H -0.834 2.900 2.239 0.0 0.0 0.0
H -4.831 1.307 2.807 0.0 0.0 0.0
H -5.202 -0.663 1.423 0.0 0.0 0.0
H -4.567 -1.103 2.870 0.0 0.0 0.0
```
Positions in Å, forces in eV/Å.


Question: What is the E in the second record?
Answer: -350.270982 Eh